{"formula": "C12H18As3F19MnO9", "method": "wB97M-V/def2-TZVPD", "spin_multiplicity": 6, "energy_ha": -10901.4232, "largest_force_ev_per_a": 7.1, "total_charge": -2, "elements": ["Mn", "As", "F", "F", "F", "F", "F", "F", "As", "F", "F", "F", "F", "F", "F", "As", "F", "F", "F", "F", "F", "F", "F", "C", "C", "C", "O", "C", "O", "O", "H", "H", "H", "H", "H", "H", "C", "C", "C", "O", "C", "O", "O", "H", "H", "H", "H", "H", "H", "C", "C", "C", "O", "C", "O", "O", "H", "H", "H", "H", "H", "H"], "positions_angstrom": [[0.092, 0.130, 1.939], [-2.789, 0.282, -0.674], [-4.030, 0.247, -1.921], [-2.971, -1.493, -0.274], [-1.512, 0.468, 0.637], [-2.460, 1.929, -1.020], [-4.010, 0.562, 0.647], [-1.617, -0.267, -1.911], [-3.306, -2.070, 3.748], [-2.357, -1.204, 4.971], [-4.620, -2.393, 4.853], [-4.107, -2.808, 2.321], [-1.924, -1.615, 2.603], [-2.452, -3.630, 4.166], [-4.061, -0.481, 3.206], [-2.146, 3.004, 3.418], [-3.294, 4.145, 4.192], [-3.579, 2.010, 2.877], [-0.939, 1.859, 2.698], [-0.749, 3.954, 3.966], [-2.171, 2.116, 4.925], [-2.176, 3.814, 1.784], [0.933, 0.057, 3.914], [3.098, -1.555, -4.719], [3.364, -0.821, -3.319], [3.373, 0.658, -3.384], [2.450, 1.059, -2.364], [2.100, -0.039, -1.750], [1.540, -0.006, -0.651], [2.154, -1.079, -2.584], [2.277, -1.098, -5.271], [3.041, -2.643, -4.762], [4.047, -1.726, -5.226], [4.298, -1.190, -2.896], [3.136, 1.094, -4.355], [4.317, 1.020, -2.976], [0.847, 5.652, -1.447], [1.656, 4.394, -0.995], [2.701, 4.656, 0.021], [2.188, 3.973, 1.143], [1.394, 3.036, 0.704], [1.203, 1.959, 1.307], [0.888, 3.342, -0.493], [-0.218, 5.449, -1.334], [1.010, 5.836, -2.509], [1.186, 6.595, -1.019], [2.173, 4.008, -1.874], [2.601, 5.715, 0.258], [3.641, 4.289, -0.392], [0.415, -5.801, -1.029], [-0.612, -4.734, -0.582], [-1.280, -4.892, 0.838], [-0.474, -4.076, 1.538], [0.084, -3.092, 0.703], [0.560, -2.023, 1.246], [0.065, -3.480, -0.563], [0.795, -5.539, -2.017], [-0.127, -6.746, -1.058], [1.182, -5.905, -0.262], [-1.243, -4.689, -1.470], [-1.355, -5.812, 1.416], [-2.230, -4.406, 1.061]]}


{"formula": "C12H18BN3O2S", "method": "wB97M-V/def2-TZVPD", "energy_ha": -1205.4348, "smiles": "CCOCCc1cc(N)c(B(O)CC)c2nsnc12", "largest_force_ev_per_a": 7.1, "total_charge": 0, "elements": ["C", "C", "O", "C", "C", "C", "C", "C", "N", "C", "B", "O", "C", "C", "C", "N", "S", "N", "C", "H", "H", "H", "H", "H", "H", "H", "H", "H", "H", "H", "H", "H", "H", "H", "H", "H", "H"], "positions_angstrom": [[3.363, -2.898, 0.767], [2.814, -1.950, -0.490], [3.765, -0.879, -0.825], [3.342, -0.099, -1.999], [2.968, 1.484, -1.608], [1.443, 1.392, -0.928], [0.099, 1.547, -1.870], [-1.382, 1.392, -1.109], [-2.625, 1.487, -1.970], [-1.408, 1.102, 0.535], [-2.920, 0.930, 1.242], [-3.332, 1.796, 2.366], [-3.883, -0.236, 0.543], [-4.750, -1.118, 1.619], [-0.041, 0.958, 1.429], [0.179, 0.662, 2.896], [1.937, 0.619, 3.153], [2.666, 0.962, 1.576], [1.420, 1.102, 0.699], [4.453, -3.326, 0.550], [3.372, -2.262, 1.764], [2.581, -3.770, 0.941], [2.574, -2.672, -1.406], [1.750, -1.549, -0.132], [2.302, -0.565, -2.354], [4.061, -0.178, -2.919], [2.983, 2.175, -2.570], [3.775, 1.867, -0.841], [0.136, 1.721, -3.043], [-3.359, 2.091, -1.538], [-2.417, 1.753, -2.958], [-3.280, 1.324, 3.249], [-3.152, -0.983, -0.023], [-4.528, 0.288, -0.283], [-5.224, -0.506, 2.498], [-4.070, -1.995, 2.036], [-5.613, -1.665, 1.004]]}


{"formula": "C12H18BiClIN2O3P", "method": "wB97M-V/def2-TZVPD", "e_above_lowest_kj_mol": 0.0, "largest_force_ev_per_a": 5.2, "total_charge": 2, "elements": ["C", "C", "H", "H", "H", "O", "I", "Bi", "P", "C", "C", "H", "H", "H", "C", "H", "H", "H", "H", "H", "H", "C", "O", "Cl", "N", "C", "O", "C", "C", "C", "C", "N", "C", "H", "H", "H", "H", "H", "H"], "positions_angstrom": [[-0.767, -2.461, -1.460], [0.412, -1.654, -1.181], [-0.476, -3.483, -1.739], [-1.335, -2.010, -2.289], [-1.404, -2.499, -0.561], [1.594, -1.840, -1.141], [0.329, 3.494, 0.280], [-0.299, 0.795, -0.506], [0.350, 1.338, -3.075], [2.062, 1.780, -3.460], [-0.238, 0.060, -4.214], [-1.666, 2.688, -2.747], [-0.918, 2.925, -4.374], [-0.192, 3.708, -2.904], [-0.712, 2.816, -3.295], [-1.280, -0.205, -3.979], [-0.179, 0.456, -5.237], [2.105, 2.139, -4.499], [2.702, 0.894, -3.357], [0.403, -0.828, -4.120], [2.412, 2.570, -2.783], [2.618, 0.712, -0.392], [3.742, 0.792, -0.273], [-2.820, 0.500, -0.780], [-1.987, -2.141, 5.521], [-1.902, -1.937, 4.175], [-2.701, -2.416, 3.373], [-0.750, -1.082, 3.717], [0.233, -0.508, 4.542], [1.213, 0.285, 3.966], [1.231, 0.477, 2.592], [0.336, -0.127, 1.799], [-0.681, -0.849, 2.341], [-2.758, -2.704, 5.858], [-1.364, -1.732, 6.206], [0.241, -0.655, 5.618], [1.961, 0.767, 4.570], [1.956, 1.157, 2.143], [-1.466, -1.222, 1.664]]}


{"formula": "C12H18Cl6F2O9", "method": "wB97M-V/def2-TZVPD", "energy_ha": -4106.0689, "smiles": "O=C1OC[C@@H](F)O1.O=C1OC[C@@H](F)O1.COC(=O)OC.ClCCl.ClCCl.ClCCl", "largest_force_ev_per_a": 5.0, "total_charge": 0, "elements": ["O", "C", "O", "C", "C", "F", "O", "H", "H", "H", "O", "C", "O", "C", "C", "F", "O", "H", "H", "H", "C", "O", "C", "O", "O", "C", "H", "H", "H", "H", "H", "H", "Cl", "C", "Cl", "H", "H", "Cl", "C", "Cl", "H", "H", "Cl", "C", "Cl", "H", "H"], "positions_angstrom": [[5.879, 1.025, -3.022], [4.809, 0.403, -3.137], [3.627, 0.898, -3.377], [2.617, -0.026, -3.109], [3.349, -1.416, -3.058], [3.168, -2.066, -4.147], [4.733, -0.953, -2.925], [2.100, 0.131, -2.163], [1.921, -0.080, -3.947], [3.019, -1.986, -2.190], [-3.561, 2.269, 4.744], [-3.701, 1.753, 3.654], [-4.777, 1.171, 3.194], [-4.634, 0.647, 1.920], [-3.319, 1.162, 1.525], [-3.368, 1.948, 0.469], [-2.842, 1.831, 2.696], [-4.513, -0.429, 1.794], [-5.425, 0.945, 1.232], [-2.599, 0.367, 1.331], [-0.606, -3.302, -0.013], [-0.588, -2.001, 0.527], [0.400, -1.207, 0.311], [1.390, -1.397, -0.435], [0.144, -0.132, 1.033], [1.269, 0.807, 1.121], [-1.376, -3.744, 0.619], [0.353, -3.766, 0.217], [-0.931, -3.383, -1.050], [1.180, 1.703, 0.506], [2.253, 0.341, 1.087], [1.259, 1.100, 2.171], [-2.155, 2.394, -2.401], [-0.689, 1.784, -1.624], [0.754, 2.621, -2.014], [-0.864, 1.756, -0.548], [-0.546, 0.774, -2.008], [-2.732, -0.890, -2.206], [-2.060, -2.058, -3.388], [-0.315, -2.247, -3.263], [-2.414, -3.049, -3.105], [-2.446, -1.700, -4.343], [2.960, 2.589, 4.137], [2.502, 1.655, 5.549], [1.328, 0.323, 5.387], [3.372, 1.126, 5.939], [2.072, 2.309, 6.308]]}


{"formula": "C12H18F3N3O15", "method": "wB97M-V/def2-TZVPD", "e_above_lowest_kj_mol": 42.7, "smiles": "O=C1OC[C@@H](F)O1.O=C1OC[C@@H](F)O1.O=C1OC[C@@H](F)O1.C[N+](=O)[O-].C[N+](=O)[O-].C[N+](=O)[O-]", "largest_force_ev_per_a": 2.1, "total_charge": 0, "elements": ["O", "C", "O", "C", "C", "F", "O", "H", "H", "H", "O", "C", "O", "C", "C", "F", "O", "H", "H", "H", "O", "C", "O", "C", "C", "F", "O", "H", "H", "H", "C", "N", "O", "O", "H", "H", "H", "C", "N", "O", "O", "H", "H", "H", "C", "N", "O", "O", "H", "H", "H"], "positions_angstrom": [[-2.516, 1.429, -3.405], [-1.794, 2.138, -2.803], [-1.965, 2.521, -1.506], [-0.884, 3.377, -1.157], [-0.162, 3.688, -2.438], [1.186, 3.436, -2.241], [-0.644, 2.679, -3.298], [-1.288, 4.275, -0.687], [-0.209, 2.869, -0.471], [-0.262, 4.693, -2.842], [0.212, -4.749, -2.163], [1.309, -4.337, -1.967], [1.614, -3.045, -1.717], [3.022, -2.883, -1.675], [3.574, -4.296, -1.963], [4.168, -4.764, -0.813], [2.418, -5.046, -2.196], [3.420, -2.123, -2.349], [3.359, -2.560, -0.691], [4.274, -4.408, -2.786], [1.821, 1.915, 2.500], [1.142, 1.051, 2.067], [-0.115, 1.214, 1.641], [-0.508, -0.003, 0.991], [0.729, -0.885, 1.061], [1.374, -0.798, -0.165], [1.520, -0.269, 2.037], [-1.286, -0.501, 1.579], [-0.937, 0.112, 0.001], [0.472, -1.920, 1.265], [-5.405, -1.901, 2.320], [-3.949, -2.187, 2.393], [-3.610, -3.103, 3.105], [-3.193, -1.517, 1.727], [-5.593, -1.316, 1.427], [-5.622, -1.269, 3.181], [-5.968, -2.823, 2.394], [4.416, 4.294, 3.093], [4.344, 5.745, 2.931], [3.312, 6.268, 2.554], [5.371, 6.373, 3.149], [3.573, 3.822, 2.598], [4.445, 4.020, 4.147], [5.336, 3.863, 2.705], [-3.369, -1.412, -1.548], [-2.367, -2.471, -1.740], [-1.231, -2.243, -1.355], [-2.704, -3.464, -2.337], [-3.358, -0.844, -2.477], [-3.125, -0.786, -0.697], [-4.349, -1.851, -1.383]]}


{"formula": "C12H18F9MnO6", "method": "wB97M-V/def2-TZVPD", "spin_multiplicity": 6, "energy_ha": -2969.4086, "largest_force_ev_per_a": 3.2, "total_charge": -1, "elements": ["Mn", "C", "O", "O", "C", "F", "F", "F", "C", "C", "H", "H", "H", "H", "H", "H", "C", "O", "O", "C", "F", "F", "F", "C", "C", "H", "H", "H", "H", "H", "H", "C", "O", "O", "C", "F", "F", "F", "C", "C", "H", "H", "H", "H", "H", "H"], "positions_angstrom": [[3.755, -13.539, -4.886], [3.690, -15.389, -2.287], [3.617, -16.588, -2.935], [3.728, -14.265, -3.056], [2.556, -15.283, -1.295], [1.509, -14.542, -1.729], [2.030, -16.488, -0.997], [2.993, -14.742, -0.114], [4.874, -16.908, -3.406], [4.847, -18.487, -3.550], [5.758, -19.054, -3.150], [4.013, -18.865, -2.904], [4.686, -18.876, -4.552], [5.557, -16.547, -2.677], [5.036, -16.405, -4.343], [4.630, -15.481, -1.608], [2.019, -12.466, -6.689], [2.589, -13.791, -6.822], [2.439, -11.927, -5.511], [2.438, -11.733, -7.958], [3.780, -11.945, -8.263], [1.691, -12.136, -9.053], [2.251, -10.406, -7.820], [2.059, -14.680, -7.721], [2.915, -15.938, -7.518], [2.577, -16.831, -8.096], [3.934, -15.625, -7.784], [2.894, -16.230, -6.483], [2.140, -14.402, -8.782], [0.965, -14.847, -7.477], [0.920, -12.553, -6.768], [6.647, -13.648, -5.669], [6.701, -12.750, -4.538], [5.423, -14.014, -5.958], [7.320, -12.856, -6.955], [6.440, -12.003, -7.445], [8.438, -12.274, -6.563], [7.702, -13.554, -8.059], [6.864, -13.540, -3.312], [6.403, -12.627, -2.213], [6.577, -13.095, -1.254], [6.934, -11.664, -2.123], [5.355, -12.322, -2.277], [7.905, -13.805, -3.104], [6.232, -14.420, -3.474], [7.268, -14.547, -5.492]]}